Density functional theory data (ωB97M-V/def2-TZVPD) for the molecule C11H16N4O5 at a distorted geometry.

Last column: Mulliken charge in e.
Positions of all 36 atoms, in Å:
C  0.344  1.445  -0.528  0.92
C  -0.829  2.212  0.134  0.10
C  1.356  1.267  0.594  -0.77
C  2.460  0.352  0.134  0.20
C  3.745  0.723  -0.196  -0.56
C  3.557  -1.476  -0.182  -0.39
C  -2.349  0.111  0.015  0.21
C  -3.781  0.194  -0.609  0.19
C  -2.338  -0.895  1.156  -1.21
C  -1.084  -1.698  1.250  -0.30
C  -0.829  -2.386  -0.110  0.59
H  1.823  1.766  -1.873  0.26
H  1.001  3.040  -1.424  0.30
H  -0.011  0.486  -0.951  -0.11
H  0.843  0.886  1.469  0.46
H  1.826  2.258  0.805  0.29
H  4.160  1.698  -0.357  0.43
H  3.829  -2.562  -0.317  0.39
H  5.359  -0.550  -0.753  0.15
H  -2.726  2.042  0.809  0.29
H  -1.681  -0.242  -0.767  0.47
H  -3.072  -1.671  0.928  0.44
H  -2.640  -0.368  2.067  0.42
H  -0.265  -1.051  1.538  0.03
H  -1.208  -2.448  2.038  0.52
H  1.159  -1.860  -0.156  0.50
H  -3.595  -1.682  -0.728  0.36
N  0.896  2.123  -1.666  -0.78
N  2.367  -1.006  0.210  -0.41
N  4.417  -0.496  -0.474  -0.05
N  -1.968  1.506  0.442  -0.04
O  -0.733  3.339  0.575  -0.68
O  -4.463  1.177  -0.730  -0.58
O  -1.762  -2.861  -0.760  -0.62
O  0.430  -2.378  -0.605  -0.52
O  -4.237  -0.994  -0.978  -0.52

## Properties
**Lowest unoccupied orbital energy**: 0.21 eV
**Highest occupied orbital energy**: -9.68 eV
**Structure (SMILES)**: N[C@@H](Cc1c[nH]cn1)C(=O)N[C@@H](CCC(=O)O)C(=O)O
**Gap between HOMO and LUMO**: 9.89 eV
**Relative energy (zero: lowest compared OMol25 entry of this formula, charge and spin)**: 82.9 kJ/mol
**Net charge**: 0
**Spin multiplicity**: 1



Density functional theory data (ωB97M-V/def2-TZVPD) for a structure of composition C15H21AuBN3O3S.

Last column: Mulliken charge in e.
Positions of all 45 atoms, in Å:
Au  1.451  2.039  0.006  0.26
C  -2.956  -0.514  -1.502  -0.70
C  -2.668  -2.004  -1.670  -0.76
N  -1.560  -2.284  -2.573  0.23
C  -1.861  -2.695  -3.928  -0.91
C  -2.066  -1.530  -4.892  -0.96
C  -0.279  -2.056  -2.148  0.38
S  1.039  -2.182  -3.209  -0.48
N  -0.163  -1.888  -0.825  -0.48
C  0.428  -0.858  -0.241  0.64
O  0.336  0.317  -0.666  -0.67
C  1.072  -1.180  1.078  0.03
C  0.965  -0.321  2.164  0.17
C  1.576  -0.651  3.367  -0.91
C  2.307  -1.824  3.483  -0.31
C  2.416  -2.684  2.396  -0.51
C  1.789  -2.366  1.200  -0.45
H  -3.784  -0.364  -0.804  0.36
H  -3.218  -0.048  -2.453  0.20
H  -2.080  -0.004  -1.104  0.07
H  -3.547  -2.520  -2.066  0.38
H  -2.424  -2.427  -0.694  0.43
H  -2.760  -3.320  -3.897  0.36
H  -1.027  -3.303  -4.277  0.43
H  -2.919  -0.914  -4.601  0.24
H  -2.243  -1.904  -5.904  0.40
H  -1.171  -0.909  -4.900  0.25
H  0.386  0.593  2.079  0.22
H  1.481  0.019  4.212  0.40
H  2.792  -2.070  4.422  0.35
H  2.989  -3.600  2.480  0.36
H  1.849  -3.028  0.346  0.41
B  -2.887  3.198  3.190  -0.16
C  -1.810  2.702  2.122  0.00
N  -1.036  2.335  1.343  -0.34
H  -2.347  3.986  3.950  -0.14
H  -3.298  2.226  3.805  -0.14
H  -3.804  3.740  2.593  -0.15
C  4.671  4.120  1.637  -0.64
O  3.650  3.169  1.383  -0.15
C  2.829  3.458  0.291  0.14
O  3.074  4.469  -0.334  -0.56
H  5.214  3.751  2.507  0.20
H  4.250  5.106  1.848  0.25
H  5.346  4.217  0.784  0.25

## Properties
**Lowest unoccupied orbital energy**: 4.77 eV
**Highest occupied orbital energy**: -2.42 eV
**Gap between HOMO and LUMO**: 7.19 eV
**Relative energy (zero: lowest compared OMol25 entry of this formula, charge and spin)**: 77.8 kJ/mol
**Net charge**: -2
**Spin multiplicity**: 1



Density functional theory data (ωB97M-V/def2-TZVPD) for a cluster of 7 separate species, C64H58N2O28S2 in total at a distorted geometry.

Last column: Mulliken charge in e.
Positions of all 154 atoms, in Å:
C  4.240  -1.697  4.988  -0.89
C  5.776  -1.233  5.066  -0.20
C  6.754  -1.950  4.011  -0.34
C  7.435  -0.930  2.946  -1.11
C  6.373  0.142  2.397  0.12
C  5.022  -0.441  1.870  -0.52
C  3.927  0.520  1.367  0.28
C  4.167  2.079  1.356  -0.08
C  5.520  2.682  1.884  0.12
C  5.689  4.276  1.895  -0.26
O  4.939  4.756  3.058  -0.39
C  3.892  5.675  2.674  -0.37
C  6.627  1.691  2.409  0.17
N  7.889  2.236  2.947  -0.58
C  2.967  3.009  0.803  0.41
O  3.130  3.986  0.035  -0.59
C  1.500  2.544  1.286  0.35
C  0.454  3.596  1.696  -0.77
C  -0.924  3.065  2.192  -0.75
C  -1.152  1.524  2.253  0.06
C  -0.111  0.448  1.812  0.72
C  -0.325  -1.130  1.869  -0.70
C  -1.846  -1.611  2.063  -0.46
C  -2.870  -1.086  0.946  0.04
S  -4.665  -1.333  1.411  -0.23
C  -5.071  -0.510  3.019  -0.06
S  -4.715  -1.351  4.449  -0.15
N  -5.712  0.805  3.180  0.15
C  -6.454  1.245  1.963  -0.04
C  -6.779  2.826  2.186  -0.56
O  -5.565  3.601  1.972  -0.46
C  -4.425  3.015  2.651  0.57
C  -4.782  1.853  3.700  -0.84
C  1.257  0.968  1.314  0.51
C  2.480  0.026  0.846  -0.05
O  2.345  -0.981  0.111  -0.63
H  3.836  -1.832  3.927  0.13
H  4.161  -2.739  5.486  0.24
H  3.513  -0.965  5.509  0.30
H  5.838  -0.084  5.063  0.36
H  6.149  -1.547  6.117  0.16
H  6.200  -2.817  3.514  0.36
H  7.631  -2.409  4.606  0.25
H  8.358  -0.464  3.425  0.32
H  7.812  -1.565  2.060  0.35
H  4.885  -1.584  1.872  0.60
H  6.767  4.628  2.052  0.21
H  5.333  4.720  0.907  -0.14
H  2.875  5.173  2.477  0.02
H  4.136  6.299  1.745  0.23
H  3.715  6.435  3.528  0.31
H  7.622  2.674  3.851  0.30
H  8.295  2.961  2.341  0.34
H  0.754  4.692  1.620  0.33
H  -1.708  3.840  2.517  0.12
H  -2.173  1.172  2.622  -0.03
H  0.256  -1.496  2.802  0.30
H  0.131  -1.701  0.987  0.38
H  -1.830  -2.765  1.968  0.21
H  -2.161  -1.398  3.143  0.19
H  -2.701  -1.710  -0.013  0.47
H  -2.742  0.006  0.644  -0.24
H  -7.442  0.667  1.802  0.31
H  -5.854  1.181  0.988  0.00
H  -7.237  3.007  3.227  0.27
H  -7.528  3.187  1.400  0.37
H  -3.935  3.863  3.263  0.29
H  -3.731  2.588  1.851  -0.44
H  -3.850  1.348  4.124  0.49
H  -5.316  2.358  4.590  0.23
C  5.850  -6.620  6.259  -0.97
C  5.160  -7.304  7.175  0.36
C  4.896  -6.740  8.530  0.93
O  4.247  -7.384  9.335  -0.61
C  5.442  -5.414  8.842  -0.77
C  6.135  -4.732  7.927  0.35
C  6.375  -5.285  6.563  0.91
O  6.997  -4.626  5.747  -0.55
O  6.650  -3.503  8.203  -0.62
O  4.669  -8.545  6.909  -0.57
H  6.047  -7.017  5.272  0.44
H  5.259  -5.024  9.833  0.42
H  7.102  -3.221  7.383  0.31
H  4.211  -8.823  7.726  0.35
C  -4.506  -0.267  -2.760  -0.72
C  -4.688  -0.483  -4.064  0.31
C  -4.824  0.647  -5.026  0.70
O  -4.970  0.411  -6.215  -0.57
C  -4.782  2.012  -4.496  -0.76
C  -4.604  2.228  -3.191  0.19
C  -4.439  1.099  -2.232  0.83
O  -4.261  1.333  -1.048  -0.57
O  -4.565  3.490  -2.682  -0.64
O  -4.754  -1.746  -4.570  -0.62
H  -4.404  -1.078  -2.051  0.47
H  -4.900  2.823  -5.202  0.51
H  -4.425  3.379  -1.721  0.33
H  -4.887  -1.635  -5.532  0.28
C  1.535  1.363  -2.894  -0.21
C  0.277  1.506  -2.470  -0.15
C  -0.881  1.165  -3.342  0.54
O  -2.015  1.292  -2.909  0.03
C  -0.603  0.690  -4.701  -1.30
C  0.654  0.550  -5.128  0.37
C  1.815  0.865  -4.244  0.48
O  2.949  0.708  -4.662  -0.66
O  0.928  0.113  -6.386  -0.58
O  -0.004  1.968  -1.222  -0.25
H  2.385  1.605  -2.269  0.79
H  -1.454  0.462  -5.330  0.60
H  1.904  0.096  -6.449  0.34
H  -0.980  1.977  -1.169  0.14
C  -5.269  -0.074  -9.414  -0.88
C  -4.861  -1.280  -9.811  0.30
C  -5.261  -1.840  -11.134  0.88
O  -4.853  -2.938  -11.472  -0.62
C  -6.145  -1.034  -11.983  -0.96
C  -6.556  0.171  -11.584  0.43
C  -6.134  0.742  -10.273  0.92
O  -6.515  1.854  -9.950  -0.62
O  -7.379  0.930  -12.360  -0.56
O  -4.060  -2.051  -9.023  -0.53
H  -4.984  0.345  -8.458  0.58
H  -6.442  -1.459  -12.932  0.41
H  -7.529  1.752  -11.853  0.35
H  -3.905  -2.870  -9.533  0.35
C  -6.140  -7.598  1.565  -0.90
C  -4.929  -7.078  1.357  0.29
C  -4.624  -5.659  1.701  0.94
O  -3.500  -5.223  1.514  -0.62
C  -5.706  -4.837  2.251  -0.46
C  -6.918  -5.357  2.456  0.21
C  -7.216  -6.782  2.138  0.81
O  -8.330  -7.228  2.356  -0.62
O  -7.933  -4.604  2.964  -0.58
O  -3.921  -7.823  0.824  -0.59
H  -6.375  -8.626  1.323  0.42
H  -5.475  -3.805  2.480  0.42
H  -8.701  -5.206  3.018  0.35
H  -3.152  -7.222  0.776  0.35
C  4.721  5.369  -5.389  -0.85
C  4.774  4.173  -4.797  0.26
C  4.702  4.038  -3.314  1.09
O  4.734  2.930  -2.808  -0.61
C  4.598  5.264  -2.515  -0.72
C  4.548  6.459  -3.107  0.23
C  4.593  6.593  -4.591  0.88
O  4.527  7.700  -5.098  -0.62
O  4.453  7.606  -2.378  -0.59
O  4.895  3.028  -5.523  -0.63
H  4.771  5.481  -6.464  0.43
H  4.563  5.152  -1.440  0.44
H  4.433  8.330  -3.035  0.34
H  4.908  2.303  -4.867  0.35

## Properties
**Lowest unoccupied orbital energy**: -1.76 eV
**Highest occupied orbital energy**: -8.51 eV
**Structure (SMILES)**: CCCCc1cc2c(c(COC)c1N)C(=O)c1cccc(CCCSC(=S)N3CCOCC3)c1C2=O.O=C1C=C(O)C(=O)C=C1O.O=C1C=C(O)C(=O)C=C1O.O=C1C=C(O)C(=O)C=C1O.O=C1C=C(O)C(=O)C=C1O.O=C1C=C(O)C(=O)C=C1O.O=C1C=C(O)C(=O)C=C1O
**Gap between HOMO and LUMO**: 6.75 eV
**Net charge**: 0
**Spin multiplicity**: 1



Q: The highest lowest unoccupied orbital energy belongs to which entry?
A: C15H21AuBN3O3S



Q: Among the records above, which one has the highest gap between HOMO and LUMO?
A: C11H16N4O5



Q: Among the records above, which one has the highest lowest unoccupied orbital energy?
A: C15H21AuBN3O3S